No. 1
# C36H40AuCl2N7O5PS

C36H40AuCl2N7O5PS as an isolated structure (ωB97M-V/def2-TZVPD, the Open Molecules 2025 dataset).

Atoms and positions in Å:
Au: -0.36 1.58 0.28
S: -0.73 -0.69 0.43
C: 0.06 -0.78 2.00
N: 0.32 -2.01 2.45
N: 0.93 -2.13 3.57
C: 1.29 -3.38 4.10
C: 1.12 -4.55 3.37
C: 1.48 -5.75 3.95
C: 2.01 -5.79 5.23
C: 2.19 -4.62 5.95
C: 1.83 -3.40 5.38
N: 0.34 0.28 2.75
N: -0.01 1.42 2.27
C: 0.19 2.56 3.09
C: 1.21 2.58 4.05
C: 1.36 3.70 4.84
C: 0.51 4.79 4.69
C: -0.50 4.76 3.75
C: -0.67 3.64 2.94
H: 1.21 -1.28 4.07
H: 0.71 -4.50 2.37
H: 1.35 -6.67 3.39
H: 2.29 -6.74 5.67
H: 2.60 -4.64 6.94
H: 1.96 -2.48 5.94
H: 1.87 1.73 4.14
H: 2.16 3.73 5.57
H: 0.65 5.67 5.31
H: -1.16 5.60 3.63
H: -1.46 3.61 2.21
C: -5.45 -2.81 -0.16
C: -6.07 -1.56 -0.74
O: -5.34 -1.06 -1.88
P: -3.90 -0.35 -1.65
O: -4.09 1.08 -2.41
C: -5.02 2.02 -1.83
C: -5.31 3.09 -2.85
O: -3.08 -0.99 -2.92
C: -3.03 -2.41 -3.12
C: -2.11 -3.11 -2.13
H: -6.08 -3.21 0.63
H: -4.46 -2.60 0.25
H: -5.35 -3.58 -0.93
H: -6.14 -0.77 0.01
H: -7.07 -1.76 -1.12
H: -4.58 2.44 -0.92
H: -5.94 1.50 -1.55
H: -4.41 3.66 -3.07
H: -6.06 3.78 -2.47
H: -5.68 2.65 -3.77
H: -2.67 -2.55 -4.14
H: -4.05 -2.81 -3.07
H: -1.11 -2.68 -2.16
H: -2.03 -4.17 -2.39
H: -2.49 -3.03 -1.11
N: -1.19 1.48 -3.77
C: -1.46 2.80 -3.54
C: -1.22 3.02 -2.22
N: -0.83 1.81 -1.67
C: -0.82 0.91 -2.63
H: -1.29 0.99 -4.65
H: -1.78 3.47 -4.32
H: -1.28 3.92 -1.64
H: -0.59 -0.14 -2.51
Cl: 1.03 -1.49 -3.84
C: 2.75 -1.16 -3.94
C: 3.46 -1.77 -4.95
C: 4.83 -1.57 -5.03
C: 5.45 -0.76 -4.11
C: 4.72 -0.13 -3.11
Cl: 5.57 0.98 -2.09
C: 3.34 -0.33 -2.98
N: 2.57 0.29 -2.00
C: 2.96 0.45 -0.65
C: 3.49 -0.65 0.01
C: 3.95 -0.55 1.31
C: 3.87 0.67 1.97
C: 3.32 1.77 1.32
C: 2.86 1.68 0.01
C: 2.39 2.95 -0.69
C: 1.51 3.80 0.21
O: 1.94 4.69 0.89
O: 0.19 3.52 0.18
H: 2.94 -2.40 -5.66
H: 5.40 -2.04 -5.82
H: 6.52 -0.57 -4.16
H: 1.64 0.58 -2.27
H: 3.55 -1.60 -0.52
H: 4.37 -1.41 1.81
H: 4.25 0.78 2.98
H: 3.28 2.73 1.81
H: 1.85 2.72 -1.61
H: 3.27 3.54 -0.95

Its total charge is +1. The calculation puts the max |F| at 0.0109 Eh/bohr. The value obtained for the HOMO-LUMO gap (spin up / spin down) is 6.07 / 6.00 eV. Its spin multiplicity is 1. The highest occupied orbital energy (spin up / spin down) is -10.3 / -10.3 eV. The energy above the lowest of the compared OMol25 structures with the same formula, charge and spin comes out at 117.3 kJ/mol.

Atom charges from the Löwdin analysis, given in e for atoms 1 to 2: atom 1 (Au): 1.131, atom 2 (S): 0.645


No. 2
# C10H16O

A 2-piece molecular cluster, C10H16O overall (ωB97M-V/def2-TZVPD, the Open Molecules 2025 dataset).

Atoms and positions in Å:
C: -2.24 0.14 1.20
C: -1.44 0.53 0.01
C: -1.30 -0.28 -1.09
C: -0.56 0.17 -2.20
C: -0.14 1.47 -2.34
O: 0.60 2.04 -3.33
C: -0.24 2.25 -1.17
C: -0.97 1.86 -0.05
H: -2.52 -0.92 1.27
H: -3.20 0.68 1.24
H: -1.69 0.32 2.13
H: -1.91 -1.14 -1.32
H: -0.45 -0.41 -3.13
H: 0.65 1.41 -4.04
H: 0.09 3.29 -1.24
H: -1.14 2.67 0.63
C: 1.89 -0.10 1.66
C: 1.96 -1.61 1.32
C: 0.71 -2.20 0.75
H: 2.17 0.02 2.71
H: 0.96 0.34 1.35
H: 2.61 0.54 1.12
H: 2.77 -1.83 0.59
H: 2.31 -2.13 2.21
H: 0.72 -3.29 0.85
H: -0.19 -1.76 1.19
H: 0.58 -2.04 -0.33

The SMILES is Cc1ccc(O)cc1.CCC. The calculation puts the max |F| at 0.0664 Eh/bohr. The value obtained for the HOMO-LUMO gap is 9.32 eV. Its spin multiplicity is 1. The highest occupied orbital energy is -8.5 eV. The energy above the lowest of the compared OMol25 structures with the same formula, charge and spin comes out at 152.9 kJ/mol.

Atom charges from the Löwdin analysis, given in e for atoms 1 to 2: atom 1 (C): -0.071, atom 2 (C): -0.321


No. 3
# C4H11NO

One molecule with the formula C4H11NO (ωB97M-V/def2-TZVPD, the Open Molecules 2025 dataset).

Atoms and positions in Å:
C: -1.51 1.06 0.83
C: -0.35 0.09 0.75
O: 0.81 0.68 1.36
C: -0.10 -0.45 -0.69
C: 0.98 0.34 -1.41
N: 0.16 -1.89 -0.63
H: -1.27 2.01 0.35
H: -1.77 1.23 1.88
H: -2.42 0.68 0.38
H: -0.48 -0.79 1.36
H: 1.06 1.49 0.92
H: -1.03 -0.32 -1.23
H: 1.87 0.47 -0.81
H: 0.58 1.34 -1.65
H: 1.22 -0.08 -2.38
H: 1.14 -2.10 -0.53
H: -0.19 -2.37 -1.46

The SMILES is C[C@H](O)[C@@H](C)N. The calculation puts the max |F| at 0.0193 Eh/bohr. The value obtained for the HOMO-LUMO gap is 10.13 eV. Its spin multiplicity is 1. The highest occupied orbital energy is -9.2 eV. The energy above the lowest of the compared OMol25 structures with the same formula, charge and spin comes out at 78.8 kJ/mol.

Atom charges from the Löwdin analysis, given in e for atoms 1 to 2: atom 1 (C): -0.051, atom 2 (C): -0.398


No. 4
# C5H4S

One molecule with the formula C5H4S (ωB97M-V/def2-TZVPD, the Open Molecules 2025 dataset).

Atoms and positions in Å:
C: -0.34 -1.17 0.81
C: 0.00 -1.69 -0.28
C: -0.56 0.26 1.04
C: 0.63 -0.54 -1.00
C: 0.15 0.72 -0.21
S: -0.59 0.47 -1.85
H: -1.60 0.47 1.04
H: -0.13 0.77 1.88
H: 1.81 -0.96 -1.33
H: 0.64 1.67 -0.10

The calculation puts the max |F| at 0.1428 Eh/bohr. The value obtained for the HOMO-LUMO gap (spin up / spin down) is 8.32 / 7.00 eV. Its spin multiplicity is 3. The highest occupied orbital energy (spin up / spin down) is -7.5 / -9.1 eV. The energy above the lowest of the compared OMol25 structures with the same formula, charge and spin comes out at 59.3 kJ/mol. As for the expectation value of S²: 2.01.

Atom charges from the Löwdin analysis, given in e for atoms 1 to 2: atom 1 (C): -0.066, atom 2 (C): -0.006


No. 5
# C5H11NO2

A 2-piece molecular cluster, C5H11NO2 overall (ωB97M-V/def2-TZVPD, the Open Molecules 2025 dataset).

Atoms and positions in Å:
C: 0.53 -0.47 -0.19
C: 1.95 -0.37 0.30
C: -0.85 -1.54 1.30
C: -0.19 0.73 -0.53
N: -0.03 1.94 0.22
C: -1.17 0.76 -1.48
O: 0.31 -1.57 -0.96
O: -1.96 1.83 -1.65
H: -0.55 -2.00 -0.64
H: -1.71 2.47 -0.95
H: 0.12 1.75 1.20
H: 0.75 2.51 -0.11
H: -1.41 -0.07 -2.12
H: 2.15 -1.14 1.05
H: 2.66 -0.55 -0.51
H: 2.20 0.59 0.75
H: -1.51 -0.97 0.67
H: -1.44 -2.12 2.01
H: 0.14 -1.79 1.65

The calculation puts the max |F| at 0.0711 Eh/bohr. The value obtained for the HOMO-LUMO gap (spin up / spin down) is 6.43 / 8.83 eV. Its spin multiplicity is 1. The highest occupied orbital energy (spin up / spin down) is -6.7 / -8.5 eV. The energy above the lowest of the compared OMol25 structures with the same formula, charge and spin comes out at 568.8 kJ/mol.

Atom charges from the Löwdin analysis, given in e for atoms 1 to 2: atom 1 (C): -0.447, atom 2 (C): -0.032


No. 6
# C20H46Cl32Nb

C20H46Cl32Nb as an isolated structure (ωB97M-V/def2-TZVPD, the Open Molecules 2025 dataset).

Atoms and positions in Å:
C: -1.13 -0.95 1.54
C: -2.22 -0.44 0.61
C: -1.99 -0.68 -0.88
C: -1.56 -2.11 -1.25
Nb: 0.69 -2.50 -1.36
H: -0.15 -0.62 1.18
H: -1.26 -0.52 2.53
H: -1.12 -2.03 1.62
H: -3.19 -0.85 0.92
H: -2.29 0.64 0.77
H: -2.94 -0.47 -1.38
H: -1.30 0.05 -1.29
H: -2.08 -2.85 -0.64
H: -1.87 -2.28 -2.29
H: 0.51 -3.30 0.29
H: 1.16 -0.87 -0.64
H: 0.72 -1.67 -3.01
H: 0.52 -4.14 -2.20
H: 2.49 -2.86 -1.28
C: -1.95 3.81 0.59
Cl: -1.32 3.04 -0.86
Cl: -0.96 5.19 1.10
H: -2.96 4.16 0.40
H: -1.94 3.08 1.39
C: -1.46 8.30 -0.93
Cl: -3.21 8.51 -0.79
Cl: -0.90 8.33 -2.60
H: -0.98 9.10 -0.39
H: -1.20 7.34 -0.50
C: -4.07 -4.91 1.33
Cl: -2.94 -5.35 0.05
Cl: -3.28 -4.04 2.66
H: -4.83 -4.27 0.91
H: -4.50 -5.82 1.74
C: -7.66 -4.42 -1.05
Cl: -7.21 -5.56 0.22
Cl: -6.81 -2.88 -0.89
H: -7.39 -4.86 -2.00
H: -8.72 -4.24 -0.98
C: 4.29 -4.36 1.95
Cl: 2.59 -3.97 2.23
Cl: 5.02 -3.37 0.67
H: 4.84 -4.17 2.86
H: 4.37 -5.40 1.66
C: 2.91 6.45 0.64
Cl: 2.41 7.42 2.04
Cl: 1.73 6.53 -0.67
H: 3.85 6.83 0.28
H: 3.00 5.42 0.96
C: -10.07 -6.86 -3.17
Cl: -9.58 -7.80 -1.76
Cl: -8.71 -6.38 -4.19
H: -10.74 -7.47 -3.77
H: -10.57 -5.96 -2.83
C: -2.86 9.11 3.27
Cl: -2.28 7.61 2.55
Cl: -1.84 10.49 2.85
H: -3.86 9.30 2.91
H: -2.85 9.00 4.35
C: 8.27 -4.43 1.65
Cl: 9.94 -4.53 2.23
Cl: 7.23 -5.65 2.37
H: 7.87 -3.45 1.90
H: 8.27 -4.57 0.57
C: 2.53 -2.42 -6.01
Cl: 3.29 -2.76 -4.45
Cl: 1.59 -0.92 -6.03
H: 3.31 -2.33 -6.76
H: 1.86 -3.24 -6.24
C: -4.41 13.19 2.50
Cl: -4.45 13.40 0.74
Cl: -4.31 14.73 3.36
H: -5.32 12.69 2.80
H: -3.54 12.59 2.75
C: 5.44 7.27 4.11
Cl: 6.07 6.61 2.60
Cl: 6.46 8.57 4.75
H: 4.46 7.66 3.92
H: 5.42 6.47 4.84
C: 4.04 -1.33 5.07
Cl: 5.20 -0.30 4.21
Cl: 4.59 -3.00 5.17
H: 3.93 -0.94 6.07
H: 3.10 -1.31 4.53
C: 10.11 -1.32 4.26
Cl: 9.90 -0.35 5.72
Cl: 8.75 -1.17 3.14
H: 11.01 -0.98 3.76
H: 10.19 -2.36 4.55
C: -2.03 -4.84 -4.28
Cl: -1.61 -6.34 -5.15
Cl: -1.13 -3.45 -4.87
H: -3.09 -4.66 -4.42
H: -1.78 -4.97 -3.23
C: -0.41 -7.95 -8.24
Cl: 0.65 -7.00 -9.28
Cl: 0.04 -9.66 -8.22
H: -0.34 -7.57 -7.23
H: -1.42 -7.87 -8.61

Its total charge is -1. The calculation puts the max |F| at 0.0250 Eh/bohr. The value obtained for the HOMO-LUMO gap is 6.07 eV. Its spin multiplicity is 1. The highest occupied orbital energy is -4.6 eV.

Atom charges from the Löwdin analysis, given in e for atoms 1 to 2: atom 1 (C): -0.158, atom 2 (C): -0.291


No. 7
# C4H4N3

An isolated ion of composition C4H4N3 and charge +1 (ωB97M-V/def2-TZVPD, the Open Molecules 2025 dataset).

Atoms and positions in Å:
C: 1.33 -0.81 -0.09
N: 0.44 -1.52 0.30
C: -0.91 -1.28 -0.02
C: -1.26 0.01 -0.08
C: -0.35 1.14 0.24
N: 0.91 1.29 0.22
N: 1.81 0.34 -0.29
H: -1.55 -2.14 -0.13
H: -2.30 0.28 -0.20
H: -0.85 2.03 0.61
H: 2.74 0.66 -0.55

Its total charge is +1. The SMILES is C1#[N+]C=CC=NN1. The calculation puts the max |F| at 0.0429 Eh/bohr. The value obtained for the HOMO-LUMO gap is 8.60 eV. Its spin multiplicity is 1. The highest occupied orbital energy is -14.7 eV. The energy above the lowest of the compared OMol25 structures with the same formula, charge and spin comes out at 228.6 kJ/mol.

Atom charges from the Löwdin analysis, given in e for atoms 1 to 2: atom 1 (C): 0.009, atom 2 (N): 0.215


No. 8
# C5H6O4

One molecule with the formula C5H6O4 (ωB97M-V/def2-TZVPD, the Open Molecules 2025 dataset).

Atoms and positions in Å:
C: 2.58 -0.80 0.24
C: 1.51 0.17 0.11
O: 1.73 1.42 -0.16
C: 0.10 -0.28 0.11
C: -0.86 0.55 0.02
O: -0.87 1.88 -0.40
C: -2.40 0.15 0.06
O: -3.12 0.61 0.82
O: -2.61 -0.91 -0.72
H: 2.87 -1.04 -0.95
H: 1.88 -1.63 0.43
H: 3.24 -0.28 0.64
H: -0.42 -1.19 0.38
H: -0.05 2.39 -0.21
H: -3.57 -1.05 -0.37

The SMILES is CC(=O)/C=C(\O)C(=O)O. The calculation puts the max |F| at 0.2171 Eh/bohr. The value obtained for the HOMO-LUMO gap is 10.00 eV. Its spin multiplicity is 1. The highest occupied orbital energy is -10.0 eV. The energy above the lowest of the compared OMol25 structures with the same formula, charge and spin comes out at 323.2 kJ/mol.

Atom charges from the Löwdin analysis, given in e for atoms 1 to 2: atom 1 (C): 0.015, atom 2 (C): -0.390


Question: What is the max |F| in the seventh record?
Answer: 0.0429 Eh/bohr


Question: Which of these has the lowest max |F|?
Answer: C36H40AuCl2N7O5PS